{"formula": "C52H86BN14O14", "method": "ωB97M-V with the def2-TZVPD basis set", "species": ["O", "C", "O", "B", "O", "C", "O", "O", "C", "O", "C", "O", "O", "C", "C", "N", "C", "C", "N", "C", "C", "H", "H", "H", "H", "H", "H", "H", "H", "H", "H", "H", "C", "C", "N", "C", "C", "N", "C", "C", "H", "H", "H", "H", "H", "H", "H", "H", "H", "H", "H", "C", "C", "N", "C", "C", "N", "C", "C", "H", "H", "H", "H", "H", "H", "H", "H", "H", "H", "H", "C", "C", "N", "C", "C", "N", "C", "C", "H", "H", "H", "H", "H", "H", "H", "H", "H", "H", "H", "C", "C", "N", "C", "C", "N", "C", "C", "H", "H", "H", "H", "H", "H", "H", "H", "H", "H", "H", "C", "C", "N", "C", "C", "N", "C", "C", "H", "H", "H", "H", "H", "H", "H", "H", "H", "H", "H", "C", "C", "N", "C", "C", "N", "C", "C", "H", "H", "H", "H", "H", "H", "H", "H", "H", "H", "H", "C", "C", "O", "O", "H", "H", "H", "C", "C", "O", "O", "H", "H", "H", "C", "C", "O", "O", "H", "H", "H"], "xyz": [[9.43073, 9.56651, -28.51548], [8.59603, 10.06765, -27.71118], [8.04614, 11.23939, -27.80265], [6.95261, 11.34424, -26.78743], [7.21866, 10.18523, -25.90799], [8.13017, 9.42964, -26.41942], [8.63324, 8.40820, -26.00485], [5.68601, 11.27342, -27.52673], [5.07310, 12.39320, -27.39290], [4.00423, 12.71021, -27.85310], [6.05162, 13.46984, -26.77107], [6.99769, 12.74196, -26.30374], [5.88966, 14.67520, -26.55962], [6.20030, 10.55474, -31.13624], [6.83217, 10.26578, -32.53710], [5.85736, 10.31804, -33.63295], [5.70286, 11.43113, -34.45445], [4.62654, 11.21747, -35.35245], [4.02574, 10.01502, -34.95162], [4.71118, 9.54912, -33.82391], [2.85374, 9.34483, -35.50742], [6.91352, 10.29590, -30.35366], [5.26746, 9.99160, -31.10824], [6.13379, 11.63661, -31.02121], [7.29536, 9.27919, -32.55053], [7.54224, 11.08446, -32.65399], [6.37655, 12.27520, -34.44481], [4.30653, 11.85178, -36.16587], [4.48630, 8.64333, -33.28043], [2.02125, 10.04436, -35.43189], [2.58981, 8.48776, -34.88785], [3.01351, 9.09357, -36.55596], [1.93490, 18.97525, -28.52539], [2.08908, 17.43820, -28.61167], [2.58943, 16.88503, -27.36210], [3.73050, 17.28114, -26.66549], [3.84620, 16.46109, -25.56056], [2.95346, 15.45430, -25.65222], [2.19092, 15.71208, -26.77894], [2.85484, 14.30181, -24.80109], [1.07872, 19.18238, -27.88340], [1.57483, 19.35065, -29.48327], [2.82444, 19.52316, -28.21458], [2.80665, 17.21906, -29.40235], [1.12860, 17.06121, -28.96304], [4.28777, 18.13041, -27.03234], [4.56228, 16.51333, -24.75377], [1.36712, 15.12373, -27.15525], [1.84801, 14.06872, -24.45458], [3.31945, 14.51880, -23.83924], [3.28362, 13.42751, -25.29082], [10.57113, 11.75502, -30.87507], [11.20771, 12.75037, -29.95625], [10.71500, 14.11089, -30.13134], [10.71472, 15.11964, -29.22071], [10.27831, 16.34291, -29.70706], [10.03504, 16.01834, -31.01855], [10.30443, 14.69677, -31.29942], [9.32308, 16.93319, -31.99566], [11.02167, 10.77402, -30.72418], [10.77660, 12.07644, -31.89613], [9.55796, 11.50025, -30.56413], [12.27517, 12.89826, -30.11978], [11.02552, 12.44752, -28.92514], [11.04201, 14.72536, -28.27001], [9.99048, 17.28794, -29.27064], [9.94151, 14.16084, -32.16398], [8.51281, 17.36910, -31.41123], [8.89886, 16.31027, -32.78313], [10.02309, 17.63206, -32.45355], [7.49816, 16.18589, -24.04997], [8.84644, 15.61704, -24.34591], [8.97597, 14.26288, -23.88492], [8.15573, 13.54248, -22.98095], [8.77766, 12.32523, -22.76596], [10.07062, 12.39401, -23.36836], [10.18720, 13.65092, -24.04105], [11.15554, 11.41158, -23.19336], [6.61724, 15.72159, -24.49325], [7.58189, 17.18808, -24.47033], [7.32672, 16.23064, -22.97446], [9.61437, 16.26229, -23.91925], [9.14103, 15.65292, -25.39474], [7.20979, 13.92225, -22.62405], [8.48213, 11.43439, -22.23167], [11.09806, 14.04630, -24.46578], [10.86148, 10.45352, -23.62203], [11.24175, 11.32021, -22.11062], [12.07770, 11.73440, -23.67658], [14.40654, 8.79228, -28.22139], [12.85102, 8.47353, -28.29204], [12.30489, 7.99419, -27.03863], [12.33373, 8.66613, -25.79899], [11.68362, 7.81350, -24.91791], [11.33991, 6.62732, -25.57273], [11.70691, 6.73809, -26.90421], [10.66147, 5.47784, -24.97874], [14.87488, 7.82648, -28.03168], [14.73459, 9.29430, -27.31119], [14.74631, 9.25267, -29.14912], [12.71777, 7.71924, -29.06753], [12.36781, 9.37639, -28.66549], [12.71950, 9.67435, -25.76598], [11.54986, 7.86213, -23.84733], [11.66143, 6.02564, -27.71461], [9.61420, 5.64401, -24.72634], [11.20278, 5.17241, -24.08330], [10.65572, 4.64496, -25.68185], [3.12530, 8.02239, -26.54730], [3.65123, 6.65115, -26.98173], [4.91696, 6.80825, -27.71889], [4.99891, 7.59277, -28.82678], [6.27063, 7.46975, -29.33126], [6.91729, 6.54739, -28.50503], [6.05879, 6.22502, -27.48873], [8.27875, 6.11431, -28.75669], [2.73374, 8.60344, -27.38226], [3.93959, 8.53943, -26.03967], [2.21734, 7.82934, -25.97595], [2.93996, 6.15842, -27.64460], [3.91243, 5.95353, -26.18599], [4.12798, 8.14313, -29.15076], [6.76526, 7.70096, -30.26308], [6.20568, 5.57069, -26.64216], [8.99344, 6.93376, -28.68041], [8.46781, 5.55870, -29.67519], [8.38290, 5.32290, -28.01444], [6.63054, 15.56392, -30.43155], [5.54505, 14.47289, -30.18949], [4.72593, 14.15235, -31.36835], [4.90184, 14.52905, -32.69667], [3.82916, 14.05845, -33.49085], [2.96593, 13.33559, -32.63036], [3.59667, 13.32255, -31.38035], [1.68293, 12.71591, -32.87071], [7.03836, 15.87358, -29.46931], [6.24961, 16.49133, -30.85923], [7.40631, 15.25487, -31.13209], [4.88823, 14.83644, -29.39923], [5.95850, 13.51561, -29.87203], [5.82888, 15.00580, -32.97897], [3.54485, 14.27358, -34.51030], [3.17924, 12.86928, -30.49340], [1.28109, 12.16005, -32.02357], [1.77425, 12.02538, -33.70911], [0.95319, 13.46049, -33.18880], [7.05947, 18.20681, -27.31213], [6.75917, 19.05949, -28.56168], [5.85973, 19.86881, -28.52039], [7.44241, 18.85648, -29.53882], [6.91853, 17.12867, -27.38865], [6.62290, 18.62931, -26.40714], [8.12882, 18.37388, -27.18295], [10.73945, 7.89300, -31.44018], [11.05232, 6.38130, -31.39324], [11.37995, 5.81880, -32.42244], [11.03413, 5.88379, -30.32265], [10.32051, 8.18819, -32.40218], [11.67505, 8.43091, -31.28715], [10.04354, 8.12261, -30.63327], [4.92968, 11.11759, -22.94731], [5.25285, 11.99491, -21.75804], [4.64454, 13.10217, -21.62204], [6.17141, 11.66505, -20.96514], [5.70190, 11.23868, -23.70699], [4.04771, 11.44248, -23.49928], [4.87049, 10.07503, -22.63479]], "atomic_forces_ev_per_a": [[-2.74, 1.70, 2.47], [3.34, -1.61, -2.84], [-0.15, 0.29, -0.58], [0.96, 0.40, -0.67], [-1.54, 1.30, 0.92], [1.84, -1.88, -0.40], [-0.95, 0.72, 0.13], [0.03, -1.46, 0.67], [-0.96, 3.27, -1.42], [-0.27, -0.53, -0.02], [-2.03, 1.72, 1.51], [2.27, -1.27, 1.18], [0.23, -2.89, -1.36], [0.68, -0.14, -1.22], [-0.22, 0.02, 1.45], [-3.47, 1.00, -0.72], [-1.23, -1.05, -1.96], [1.57, -0.76, 2.52], [2.38, 0.21, 2.73], [1.38, 1.30, -2.34], [-0.61, 0.52, 0.05], [-0.15, -0.53, -0.01], [-0.09, 0.36, 0.72], [-0.81, -0.03, -0.09], [0.26, 0.22, -0.15], [0.26, -0.52, -0.74], [0.11, -0.29, 0.02], [-0.16, -0.31, 0.01], [-0.03, 0.00, -0.22], [-0.07, -0.05, -0.20], [0.29, -0.08, -0.27], [0.08, -0.18, 0.21], [-0.82, -0.45, 0.03], [0.45, 1.78, -0.95], [0.67, -3.09, 1.73], [-1.02, 0.27, 0.44], [1.17, 1.04, -0.85], [-2.23, 1.17, -2.91], [0.59, 0.85, 0.69], [-0.21, -0.66, 1.27], [0.27, 0.13, 0.46], [0.44, -0.07, -0.22], [-0.02, -0.15, -0.08], [0.21, -0.16, 0.07], [0.04, -0.58, 0.74], [0.17, 0.16, 0.34], [-0.09, -0.05, -0.17], [0.09, -0.04, 0.30], [-0.29, 0.20, -0.68], [0.66, -0.16, -0.17], [0.09, 0.14, 0.18], [0.48, -0.50, 0.08], [0.52, 0.14, 0.64], [-1.58, 2.69, -2.54], [0.54, -0.33, 2.20], [0.34, -2.86, -0.68], [-0.62, -0.80, -1.99], [-0.64, 1.12, 1.90], [0.35, -0.93, 0.65], [0.50, 0.09, -0.16], [-0.63, -0.42, -0.21], [-0.38, 0.66, -0.48], [0.15, -0.75, 0.05], [0.10, 0.27, 0.10], [-0.06, 1.00, 0.44], [0.18, 0.08, -0.01], [0.48, 0.31, -0.12], [0.17, 0.64, -0.15], [0.10, -0.04, 0.03], [-0.17, 0.10, 0.38], [-0.31, 0.94, -0.08], [-0.13, 0.68, -0.53], [2.50, -1.60, 1.52], [1.26, -0.87, -1.47], [1.68, 1.33, -0.77], [-0.92, 3.14, -1.52], [-2.73, -3.55, 2.48], [-0.86, 0.17, 0.31], [0.48, -0.38, -0.25], [-0.50, 0.25, 0.31], [0.09, 0.26, 0.01], [-0.05, -0.17, 0.68], [-0.62, -0.27, -0.33], [-0.15, -0.22, -0.06], [-0.32, 0.26, 0.25], [-0.26, -0.02, -0.12], [-0.11, 0.04, 0.03], [0.56, -0.25, -0.15], [-0.15, 0.24, 0.24], [-1.15, -1.51, 0.93], [2.07, 0.97, -0.97], [-1.20, -2.11, 1.03], [-1.47, -2.22, -0.94], [0.77, -0.14, -0.62], [0.66, 1.25, -2.41], [1.02, 3.17, 2.42], [0.04, -0.58, 0.13], [0.32, -0.15, -0.71], [-0.39, 0.85, -0.24], [0.05, -0.07, 0.27], [-0.28, -0.17, 0.21], [-0.58, -0.08, 0.47], [0.01, -0.26, 0.35], [-0.11, 0.22, -0.14], [-0.30, -0.15, -0.10], [0.15, 0.60, -0.01], [-0.05, 0.01, -0.08], [0.32, 0.13, -0.05], [-0.17, -0.97, -0.12], [0.17, 0.14, -0.09], [-1.17, 0.81, -0.35], [0.65, 0.50, -1.02], [-0.47, -1.53, 0.80], [-1.64, 1.11, 0.08], [1.82, -0.50, -1.19], [0.52, -1.30, 1.01], [0.44, 0.04, -0.22], [-0.52, 0.27, 0.33], [0.36, 0.25, 0.64], [0.11, -0.12, 0.00], [-0.44, 0.28, 0.31], [0.27, -0.02, -0.07], [-0.20, 0.44, 0.18], [0.41, -0.04, -0.21], [-0.08, -0.13, 0.21], [-0.55, 0.48, -0.45], [0.87, 0.26, 0.28], [-0.72, -0.43, -0.36], [0.80, 0.75, 0.20], [-3.18, -2.32, -2.56], [-1.26, -0.68, -0.50], [0.43, 0.25, 2.38], [3.85, 0.95, 2.87], [0.19, 2.12, -1.32], [-0.68, -0.27, -1.16], [0.18, -0.21, -0.03], [-0.48, 0.03, 0.14], [0.17, -0.38, 0.29], [-0.16, -0.17, -0.08], [0.26, 0.17, 0.19], [-0.40, 0.37, -0.17], [0.24, -0.08, 0.07], [0.01, 0.01, 0.05], [0.41, 0.29, 0.16], [0.08, -0.09, 0.04], [0.06, 0.13, 0.23], [1.00, 0.66, 0.52], [-1.17, -0.70, 1.58], [-2.56, 1.48, 1.08], [3.20, -1.94, -3.29], [-0.32, -0.04, -0.15], [-0.41, -0.22, -0.04], [0.32, -0.26, 0.17], [-0.42, 0.17, -0.22], [0.62, 2.05, -4.40], [0.08, -0.07, -2.24], [-0.65, -2.23, 7.43], [0.07, 0.05, -0.12], [0.05, 0.14, 0.03], [-0.02, 0.29, 0.13], [-0.15, -0.16, -0.59], [0.44, 2.42, 1.81], [-0.23, -0.62, -1.34], [0.26, -1.03, -1.11], [0.61, -0.24, 0.13], [-0.47, -0.10, 0.46], [-0.02, -0.02, -0.22]], "total_charge": 3, "e_above_lowest_kcal_mol": 0.0, "total_energy_ha": -3876.94358, "homo_energy_ha": -0.418, "fmax_ev_per_a": 7.8}